Molecular formula: C32H66N2O12S
Method: DFT, wB97M-V/def2-TZVPD

The geometry in XYZ format:
```
113
C32H66N2O12S, DFT wB97M-V/def2-TZVPD
C 18.30361 6.69202 24.49675
C 17.50097 7.99553 24.47927
O 16.48088 8.09257 25.16730
N 17.99988 9.04430 23.76988
C 17.27061 10.26978 23.59106
H 19.19252 6.80320 23.87581
H 17.69880 5.87029 24.11326
H 18.64231 6.53470 25.52077
H 18.81703 8.88405 23.19830
H 17.30918 10.94043 24.44947
H 16.25319 10.05294 23.26557
H 17.70492 10.70762 22.69230
C 8.48854 8.75433 28.76176
C 7.44503 7.68486 28.87006
O 6.38288 7.68125 28.16958
N 7.75776 6.66673 29.73939
C 6.97786 5.42544 29.81401
H 8.78344 8.94211 29.79418
H 8.12850 9.65046 28.25636
H 9.37794 8.45335 28.20813
H 8.60094 6.77197 30.28535
H 5.90763 5.57993 29.67665
H 7.15966 4.89528 30.74888
H 7.23587 4.67919 29.06257
C 12.90618 8.88988 24.22708
C 13.33327 8.88861 25.67578
O 12.14504 9.07677 26.42166
S 10.79629 8.45230 25.63521
O 9.74820 9.46843 25.69842
O 10.40502 7.12992 26.08748
O 11.56892 8.35391 24.16753
H 13.53570 8.24364 23.61537
H 12.99166 9.90209 23.83183
H 14.01226 9.68152 25.98939
H 13.76566 7.91448 25.90430
C 12.65098 9.61601 20.56183
C 12.11441 9.21084 19.23869
C 13.36291 9.16104 18.36708
O 14.37770 8.87502 19.28934
C 13.93972 8.80050 20.67777
H 11.88593 9.41058 21.31057
H 12.76374 10.69805 20.62959
H 11.46168 10.02492 18.92351
H 11.65226 8.22645 19.16446
H 13.61410 10.07452 17.82802
H 13.29747 8.35256 17.63895
H 14.59467 9.12952 21.48454
H 13.68638 7.77181 20.93412
C 8.95993 8.84444 21.91410
C 8.64178 8.47588 20.43976
C 7.86574 7.19974 20.61930
O 8.08123 6.73574 21.91802
C 8.20555 7.84527 22.79214
H 8.66496 9.86416 22.16164
H 10.03502 8.78969 22.08518
H 9.62846 8.19458 20.07175
H 8.14889 9.30652 19.93458
H 8.12068 6.34818 19.98846
H 6.79404 7.34947 20.48842
H 8.66669 7.53686 23.73041
H 7.19511 8.16051 23.05237
C 14.10492 12.98461 28.40854
C 15.27298 12.72640 27.48699
C 14.66904 12.34216 26.16804
O 13.38223 11.87294 26.53956
C 13.21533 11.86375 27.95558
H 13.63811 13.96719 28.33987
H 14.50229 12.77540 29.40174
H 15.82654 11.83349 27.77746
H 15.94064 13.58697 27.44515
H 15.26016 11.58880 25.64735
H 14.56970 13.22624 25.53827
H 13.40262 10.81765 28.19784
H 12.16736 12.03972 28.19827
C 10.17297 12.94086 22.67561
C 10.52999 11.98047 23.77277
C 10.98335 12.86078 24.91561
O 10.11498 13.97853 24.75552
C 9.49127 14.06178 23.47011
H 9.52598 12.56342 21.88375
H 11.04539 13.43237 22.24502
H 11.30623 11.27355 23.47986
H 9.75640 11.28253 24.09299
H 12.00134 13.19147 24.70958
H 10.95721 12.35571 25.88118
H 9.46100 15.02465 22.96016
H 8.41993 13.87260 23.53753
C 17.13313 9.25980 29.49011
C 16.25490 8.73485 28.42571
C 16.40056 7.25402 28.49772
O 16.44000 7.04699 29.90543
C 17.15914 8.16049 30.52294
H 16.80119 10.27350 29.71438
H 18.16615 9.35481 29.15556
H 16.57603 9.09234 27.44736
H 15.23998 9.06328 28.64970
H 17.31160 6.82054 28.08519
H 15.64904 6.64896 27.99055
H 18.14688 7.86181 30.87404
H 16.57088 8.44341 31.39587
C 11.66275 6.74666 29.73567
C 13.14702 6.67766 30.20423
C 13.45595 5.27294 29.80573
O 12.69094 5.01600 28.68522
C 11.76389 6.03566 28.44180
H 11.33333 7.78568 29.73058
H 11.09298 6.17696 30.46977
H 13.22097 6.73132 31.29040
H 13.82086 7.38870 29.72624
H 13.08846 4.51417 30.49661
H 14.52200 5.06652 29.71067
H 10.76946 5.71613 28.13020
H 12.21299 6.67760 27.68396
```

largest force on an atom: 3.7 eV/A
energy relative to the best compared isomer or geometry (same formula, charge and spin): 1.806 eV
SMILES string: O=S1(=O)OCCO1.CNC(C)=O.CNC(C)=O.C1CCOC1.C1CCOC1.C1CCOC1.C1CCOC1.C1CCOC1.C1CCOC1
gap between HOMO and LUMO: 9.196 eV
highest occupied orbital energy: -9.004 eV